1.
{"formula": "C2H4O3S", "method": "wB97M-V/def2-TZVPD", "species": ["C", "C", "O", "O", "O", "S", "H", "H", "H", "H"], "xyz": [[1.407, 0.227, 0.610], [0.790, 0.059, -0.537], [-2.314, -0.426, 0.924], [-1.719, 1.507, -0.563], [-0.161, -0.933, -0.780], [-2.215, 0.147, -0.417], [1.337, -0.646, 1.430], [2.085, 1.035, 0.727], [1.046, 0.719, -1.318], [-0.256, -1.689, -0.077]], "lumo_ev": -0.24, "orbital_gap_ev": 9.70, "de_lowest_kcal_mol": 26.9, "energy_ev": -19114.6580}

2.
{"formula": "C2H4O4", "method": "wB97M-V/def2-TZVPD", "species": ["O", "C", "O", "H", "H", "O", "C", "O", "H", "H"], "xyz": [[0.484, 2.224, -1.706], [-0.571, 2.698, -1.485], [-0.705, 4.039, -1.304], [-1.571, 2.257, -1.308], [-1.599, 4.362, -1.153], [1.215, -3.146, 2.705], [1.034, -2.750, 1.603], [0.491, -3.544, 0.611], [1.182, -1.843, 1.018], [0.039, -4.297, 1.018]], "lumo_ev": 0.50, "smiles": "O=CO.O=CO", "orbital_gap_ev": 11.66, "de_lowest_kcal_mol": 23.9, "energy_ev": -10328.3630}